Computed, not measured: a structure of composition C21H35GdN7O4, with the ωB97M-V functional and the def2-TZVPD basis.

Summary:
multiplicity: 8
calculated total energy: -2270.37404 a.u.
ΔE to the lowest compared entry with this formula, charge and spin: 0.50 kJ/mol
total charge: +3
gap between HOMO and LUMO (spin up / spin down): 8.69 / 4.66 eV
LUMO energy (spin up / spin down): -8.16 / -12.03 eV
HOMO energy (spin up / spin down): -16.8 / -16.7 eV

```
68
Properties=species:S:1:pos:R:3:forces:R:3:mulliken_spin:R:1
Gd 0.031 -0.250 0.041 0.0 0.0 0.3 6.599
C 1.287 -1.144 3.148 0.1 0.1 0.0 0.003
C -0.182 -0.972 3.439 -0.1 -0.1 0.0 -0.001
O -0.959 -1.073 2.231 0.0 0.0 0.0 0.017
C -1.615 -2.331 1.990 0.0 0.1 0.2 0.005
C -0.640 -3.375 1.498 0.1 -0.1 -0.1 0.001
O 0.143 -2.769 0.461 0.0 0.0 0.0 0.011
C 1.250 -3.569 0.030 -0.1 -0.1 0.0 0.000
C 2.106 -2.700 -0.864 0.1 0.0 0.0 0.004
O 2.312 -1.412 -0.268 0.0 -0.1 0.0 0.023
C 3.287 -1.422 0.793 0.0 -0.1 -0.1 0.000
C 2.994 -0.249 1.693 0.0 0.0 0.1 0.001
O 1.606 -0.245 2.074 0.1 0.0 0.0 0.020
H 1.535 -2.167 2.859 0.0 0.0 0.0 0.000
H 1.873 -0.882 4.033 0.0 0.0 0.0 0.000
H -0.376 0.021 3.845 0.0 0.0 0.0 0.000
H -0.524 -1.707 4.170 0.0 0.0 0.0 -0.001
H -2.379 -2.123 1.241 0.0 0.0 0.0 -0.001
H -2.112 -2.673 2.900 0.0 0.0 0.0 0.000
H -1.182 -4.242 1.114 0.0 0.0 0.0 0.000
H 0.030 -3.720 2.291 0.0 0.0 0.0 0.000
H 0.898 -4.447 -0.519 0.0 0.0 0.0 0.000
H 1.795 -3.922 0.910 0.0 0.0 0.0 0.000
H 1.619 -2.514 -1.823 0.0 0.0 0.0 -0.002
H 3.060 -3.188 -1.076 0.0 0.0 0.0 0.000
H 4.291 -1.343 0.369 0.0 0.0 0.0 0.000
H 3.224 -2.365 1.338 0.0 0.0 0.0 0.000
H 3.176 0.699 1.188 0.0 0.0 0.0 0.001
H 3.628 -0.289 2.582 0.0 0.0 0.0 0.000
C -4.534 1.976 0.930 0.0 0.0 0.0 0.000
N -4.468 1.172 -0.291 0.0 0.0 0.0 0.000
C -5.689 1.016 -1.094 0.0 0.0 0.1 0.000
C -3.303 0.610 -0.633 -0.1 0.1 0.0 -0.004
N -2.222 0.645 0.109 0.1 -0.1 0.0 0.043
N -3.295 -0.011 -1.874 0.1 0.0 0.0 0.000
C -2.383 -0.896 -2.406 -0.1 0.0 0.0 0.000
N -2.789 -1.462 -3.553 0.1 0.0 0.0 0.001
N -1.237 -1.154 -1.840 0.1 0.0 0.0 0.029
H -5.501 2.465 0.973 0.0 0.0 0.0 0.000
H -3.768 2.754 0.921 0.0 0.0 0.0 0.000
H -4.427 1.355 1.822 0.0 0.0 0.0 0.000
H -6.526 1.396 -0.520 0.0 0.0 0.0 0.000
H -5.892 -0.037 -1.296 0.0 0.0 0.0 0.000
H -5.636 1.587 -2.024 0.0 0.0 0.0 0.000
H -2.439 1.041 1.017 0.0 0.0 0.0 0.000
H -4.109 0.158 -2.441 0.0 0.0 0.0 0.000
H -3.699 -1.302 -3.954 0.0 0.0 0.0 0.000
H -2.186 -2.094 -4.051 0.0 0.0 0.0 0.000
H -0.764 -1.887 -2.361 0.0 0.0 0.0 0.000
N 0.381 2.161 0.856 -0.1 -0.1 0.0 0.086
C 1.598 2.691 0.314 -0.1 0.1 0.0 0.022
C 2.349 3.644 0.953 0.1 0.0 0.0 0.014
C 3.495 4.183 0.337 0.0 0.0 0.0 -0.003
C 3.859 3.784 -0.920 0.0 0.0 0.0 0.039
C 3.116 2.785 -1.593 0.1 0.0 0.0 -0.007
C 3.424 2.341 -2.899 0.0 0.0 0.0 0.011
C 2.666 1.365 -3.488 0.0 -0.1 0.1 0.000
C 1.629 0.786 -2.743 0.1 0.1 -0.1 0.006
N 1.291 1.197 -1.535 -0.2 -0.1 0.0 0.071
C 1.999 2.209 -0.956 -0.1 0.0 -0.1 0.013
H 0.321 2.338 1.855 0.0 0.0 0.0 -0.003
H -0.429 2.596 0.415 0.0 0.0 0.0 0.001
H 2.039 4.016 1.922 0.0 0.0 0.0 0.000
H 4.064 4.946 0.851 0.0 0.0 0.0 0.000
H 4.710 4.233 -1.416 0.0 0.0 0.0 0.001
H 4.261 2.782 -3.427 0.0 0.0 0.0 0.000
H 2.864 1.017 -4.491 0.0 0.0 0.0 0.001
H 1.054 -0.035 -3.157 0.0 0.0 0.0 0.000
```
Positions in Å, forces in eV/Å.